Density functional theory data (ωB97M-V/def2-TZVPD) for a molecular structure, C38H42FN2PdTe2.

```
86
Properties=species:S:1:pos:R:3:forces:R:3:lowdin_spin:R:1
Pd 0.6603 0.1054 0.1791 0.32 -0.15 -0.01 0.77
C 1.2391 3.8866 3.1379 0.08 -0.01 -0.05 0.00
C 2.0470 2.6449 2.7392 -0.12 0.02 -0.01 0.00
C 1.2027 1.3824 2.9272 0.07 0.08 0.12 0.01
C 2.7504 2.7706 1.3881 -0.04 -0.08 0.07 0.01
C 4.1086 3.0844 1.4262 0.04 0.04 -0.04 0.00
C 4.8642 3.2090 0.2747 -0.03 -0.02 0.00 0.00
C 4.2646 2.9933 -0.9537 0.04 0.02 0.04 0.00
C 2.9150 2.6696 -1.0587 -0.08 0.03 -0.07 0.01
C 2.3521 2.4948 -2.4675 -0.08 0.01 0.01 0.00
C 1.5328 3.7068 -2.9289 0.06 -0.01 0.00 0.00
C 1.5817 1.1938 -2.7243 0.03 0.06 -0.01 0.00
C 2.1651 2.5731 0.1265 0.17 0.32 -0.10 0.03
N 0.7771 2.2495 0.0131 0.13 0.15 0.13 0.44
C -0.0805 3.2765 -0.0109 0.03 -0.05 -0.18 0.04
C 0.3032 4.6508 0.0306 -0.06 -0.05 0.06 0.12
C -0.6360 5.6467 -0.0436 0.07 0.02 0.03 -0.01
C -1.9942 5.3396 -0.1678 -0.03 -0.04 -0.01 0.17
C -2.4149 4.0131 -0.2322 0.03 0.04 0.01 -0.02
C -1.4699 3.0261 -0.1615 -0.04 -0.24 0.01 0.13
F -1.8531 1.7403 -0.2553 0.13 0.40 -0.05 0.04
H 1.0355 3.8615 4.2091 -0.03 -0.01 0.00 0.00
H 0.2800 3.9281 2.6215 -0.01 0.01 -0.02 0.00
H 1.7891 4.8040 2.9227 -0.02 0.01 0.01 0.00
H 2.8634 2.5749 3.4613 0.04 -0.01 -0.02 0.00
H 0.2464 1.4486 2.4028 0.01 -0.04 0.01 0.00
H 0.9778 1.2483 3.9864 -0.01 0.01 0.01 0.00
H 1.7361 0.4914 2.5879 -0.05 0.00 0.04 0.00
H 4.5801 3.2395 2.3891 -0.02 -0.01 0.02 0.00
H 5.9132 3.4662 0.3346 0.00 -0.01 0.00 0.00
H 4.8521 3.0889 -1.8589 -0.01 -0.02 -0.01 0.00
H 3.2333 2.4615 -3.1120 0.04 -0.01 0.03 0.00
H 0.5440 3.7233 -2.4701 0.01 0.01 -0.04 0.00
H 1.3951 3.6741 -4.0105 -0.02 -0.02 0.00 0.00
H 2.0415 4.6401 -2.6830 -0.01 0.01 -0.02 0.00
H 0.5462 1.2626 -2.3831 0.03 -0.05 0.04 0.00
H 2.0587 0.3383 -2.2399 -0.04 -0.02 -0.01 0.00
H 1.5531 0.9904 -3.7958 -0.01 0.03 -0.01 0.00
H 1.3529 4.8908 0.1149 0.03 0.00 0.02 0.00
H -0.3196 6.6800 -0.0079 -0.02 0.00 -0.01 0.00
H -2.7254 6.1340 -0.2256 0.00 0.00 0.00 0.01
H -3.4573 3.7504 -0.3438 -0.01 -0.01 -0.01 0.00
Te 0.4305 -2.2697 1.1666 0.19 -0.86 -0.18 0.06
C -0.4943 -3.5037 -0.2861 0.00 0.09 0.10 0.01
C -0.7290 -3.0581 -1.5784 -0.02 0.07 0.01 0.00
C -1.2993 -3.9205 -2.5049 -0.02 0.00 -0.03 0.00
C -1.6284 -5.2189 -2.1406 -0.02 -0.01 0.03 0.00
C -1.3876 -5.6608 -0.8468 0.00 0.02 0.01 0.00
C -0.8208 -4.8021 0.0848 0.00 0.03 0.02 0.00
C 2.1818 -3.4743 0.9964 -0.10 0.12 0.02 0.01
C 2.5626 -4.2754 2.0647 0.03 0.12 0.04 0.00
C 3.6032 -5.1836 1.9088 0.02 0.01 0.01 0.00
C 4.2552 -5.2916 0.6904 0.00 0.00 0.01 0.00
C 3.8725 -4.4901 -0.3780 0.00 0.03 -0.01 0.00
C 2.8346 -3.5829 -0.2278 -0.01 0.02 -0.01 0.00
H -0.4794 -2.0411 -1.8579 0.00 0.00 0.00 0.00
H -1.4851 -3.5785 -3.5148 0.00 0.01 0.00 0.00
H -2.0762 -5.8869 -2.8641 0.01 0.00 -0.01 0.00
H -1.6454 -6.6705 -0.5560 0.00 -0.01 -0.02 0.00
H -0.6340 -5.1439 1.0960 -0.01 -0.03 -0.01 0.00
H 2.0530 -4.1931 3.0170 -0.01 -0.04 0.00 0.00
H 3.8966 -5.8097 2.7411 0.01 0.00 0.00 0.00
H 5.0591 -6.0051 0.5688 0.00 0.00 0.00 0.00
H 4.3750 -4.5778 -1.3325 0.00 -0.01 0.00 0.00
H 2.5154 -2.9785 -1.0702 0.00 -0.01 -0.01 0.00
C -4.1702 0.1296 -0.1223 0.06 -0.02 -0.12 0.00
Te -2.6011 -0.8087 1.0021 -0.56 0.12 0.14 0.05
C -3.7448 -2.5990 0.7334 0.04 -0.09 -0.02 0.01
C -5.1147 -2.1550 0.2887 0.00 0.01 -0.02 0.00
C -6.1738 -3.0586 0.2631 -0.03 -0.01 0.01 0.00
C -7.4288 -2.6590 -0.1622 0.01 0.01 -0.02 0.00
C -7.6349 -1.3471 -0.5702 -0.01 0.03 0.00 0.00
C -6.5842 -0.4465 -0.5548 0.02 -0.02 -0.01 0.00
C -5.3194 -0.8432 -0.1275 0.00 -0.03 0.05 0.00
H -3.8168 0.3447 -1.1302 0.00 -0.04 0.02 0.00
H -4.4333 1.0709 0.3555 0.01 -0.03 0.06 0.00
H -3.7854 -3.1562 1.6674 0.03 0.04 0.02 0.00
H -3.2685 -3.2263 -0.0199 0.06 0.02 -0.01 0.00
H -6.0121 -4.0808 0.5844 0.00 0.00 0.01 0.00
H -8.2469 -3.3667 -0.1749 0.00 0.00 0.02 0.00
H -8.6161 -1.0235 -0.8911 0.00 -0.02 -0.02 0.00
H -6.7430 0.5760 -0.8763 -0.01 0.01 0.01 0.00
N 3.1994 -0.2521 0.3272 -0.25 0.08 -0.01 0.06
H 3.4836 -1.2220 0.4216 -0.02 -0.03 -0.02 0.00
H 3.5467 0.2468 1.1407 -0.01 0.03 -0.02 0.00
H 3.6927 0.1391 -0.4690 -0.01 0.01 -0.01 0.00
```
Forces are in eV/Å.

Computed properties:
* highest occupied orbital energy (alpha / beta): -9.9 / -10.2 eV
* total charge: +1
* 2S+1: 3
* gap between HOMO and LUMO (alpha / beta): 7.91 / 5.57 eV
* E: -63845.216 eV

=====

Density functional theory data (ωB97M-V/def2-TZVPD) for a molecular structure, C38H43Br4CsN8O5P2S.

```
102
Properties=species:S:1:pos:R:3:forces:R:3:mulliken_charge:R:1
Cs -0.7146 0.1035 0.6729 0.65 -0.35 0.27 1.36
N -0.1565 2.4747 2.9102 -0.09 -0.24 0.23 0.25
C 0.6481 3.0264 3.8891 0.11 0.21 -0.24 0.50
C 0.6154 4.4133 4.0861 0.00 0.02 0.02 -0.78
C 1.4388 5.0397 5.0073 0.00 0.01 0.00 -0.50
C 2.3243 4.2880 5.7634 -0.02 0.00 -0.02 -0.77
C 2.3551 2.9101 5.5716 0.05 0.01 0.04 -0.55
C 1.5463 2.2490 4.6532 0.00 -0.01 -0.02 0.40
C 1.6412 0.7558 4.5502 0.00 0.09 -0.10 0.40
C 1.4415 0.0645 5.7533 0.02 -0.07 -0.03 -0.47
C 1.5769 -1.3150 5.8130 0.00 0.01 -0.01 -0.91
C 1.9203 -1.9875 4.6479 -0.01 0.05 0.05 -0.31
C 2.1007 -1.2685 3.4687 0.04 -0.02 -0.17 0.14
C 1.9685 0.1299 3.3183 -0.06 -0.13 0.24 -0.55
H -0.9788 3.0048 2.6595 -0.03 -0.04 0.01 0.15
H -0.3920 1.5022 3.0614 0.01 0.05 0.09 -0.24
H -0.0834 4.9986 3.4970 0.00 0.00 0.00 0.37
H 1.3849 6.1158 5.1361 -0.02 0.00 -0.02 0.34
H 2.9765 4.7644 6.4864 0.01 -0.03 0.01 0.34
H 3.0454 2.3056 6.1510 -0.01 0.00 -0.01 0.37
H 1.1604 0.6142 6.6480 -0.01 0.01 0.00 0.40
H 1.3998 -1.8489 6.7412 0.00 -0.01 0.00 0.31
H 2.0268 -3.0711 4.6506 0.00 -0.01 0.01 0.35
H 2.3539 -1.8724 2.5922 -0.01 0.05 -0.02 -0.12
N 2.3332 -4.6693 0.6808 -0.03 -0.02 0.07 -0.23
C 1.8178 -5.3669 1.7986 0.02 0.01 -0.05 0.41
C 2.6632 -5.9059 2.7568 0.00 -0.03 0.04 -0.56
C 2.1355 -6.5899 3.8426 -0.02 0.00 -0.01 -0.62
C 0.7613 -6.6991 3.9980 0.03 0.00 0.00 -0.54
C -0.0845 -6.1189 3.0628 0.02 0.01 -0.02 -0.67
C 0.4403 -5.4832 1.9468 -0.12 0.03 -0.04 0.47
S -0.5959 -4.7420 0.7229 0.19 -0.10 0.12 -0.23
N 0.3627 -3.4334 0.2425 -0.22 0.23 -0.23 -0.01
C 1.6206 -3.5373 0.2382 0.19 -0.17 0.11 -0.27
C 2.4828 -2.4063 -0.2259 -0.06 -0.06 0.05 0.51
C 3.5928 -2.6331 -1.0340 -0.06 0.03 0.02 -0.34
C 4.3865 -1.5414 -1.3548 0.04 -0.01 -0.04 -0.77
C 4.0617 -0.2986 -0.8402 0.03 -0.01 0.00 -0.77
C 2.9331 -0.1836 -0.0342 -0.02 0.23 0.01 -0.41
N 2.1515 -1.2144 0.2448 -0.01 -0.11 -0.09 0.53
H 3.3211 -4.4822 0.7769 0.00 0.02 -0.01 0.33
H 3.7359 -5.7806 2.6602 0.00 0.01 -0.02 0.32
H 2.8038 -7.0101 4.5831 0.00 0.00 0.00 0.34
H 0.3489 -7.2049 4.8610 -0.01 0.00 0.00 0.36
H -1.1587 -6.1452 3.1954 0.00 -0.01 0.01 0.41
H 3.8081 -3.6260 -1.4094 0.03 0.01 -0.02 0.61
H 5.2553 -1.6619 -1.9916 -0.01 -0.02 0.00 0.40
H 4.6765 0.5681 -1.0467 -0.02 0.01 0.02 0.43
H 2.6469 0.7526 0.4364 0.00 -0.01 0.00 0.35
Br -7.6998 -0.7780 2.9300 -0.07 -0.05 0.04 -0.25
C -6.1920 0.1037 2.1893 0.13 0.13 -0.12 0.21
C -6.3377 0.9723 1.1319 -0.07 -0.03 0.02 0.06
Br -8.0524 1.3127 0.3758 0.01 0.00 0.00 -0.27
C -5.1889 1.5978 0.5930 0.05 0.03 0.00 0.12
Br -5.3487 2.8625 -0.8415 -0.03 -0.01 0.02 -0.21
C -3.8820 1.3985 1.0642 -0.04 -0.02 -0.07 -0.16
O -2.8464 1.9491 0.5589 -0.25 0.18 0.01 -0.71
C -3.7247 0.4570 2.2138 -0.17 0.22 -0.15 0.31
O -2.5687 0.2397 2.6722 -0.12 0.00 0.34 -0.81
C -4.9018 -0.1344 2.7107 -0.03 -0.10 0.06 -0.21
Br -4.6388 -1.3302 4.1761 -0.02 0.05 -0.07 -0.22
C -0.9074 3.9207 -4.5697 0.01 0.04 0.08 -0.89
N -0.8048 3.5566 -3.1708 -0.02 -0.13 -0.01 0.42
C -2.0550 3.7235 -2.4105 0.04 0.05 -0.04 -0.76
P 0.1600 2.2812 -2.7466 -0.30 0.22 0.03 -0.79
O 0.1318 2.0890 -1.3010 0.25 -0.10 0.00 -0.62
O -0.3681 1.0436 -3.6433 0.03 -0.03 0.01 0.82
P -0.9260 -0.4400 -3.2892 -0.07 -0.02 -0.15 -0.84
O -0.4115 -1.0526 -2.0653 0.08 0.00 -0.21 -0.15
N -2.5703 -0.3314 -3.3024 -0.04 0.03 -0.02 0.55
C -3.2192 0.2365 -4.4733 -0.01 0.02 0.04 -0.73
C -3.2703 0.0305 -2.0579 -0.10 0.01 0.14 -0.63
N -0.4325 -1.2071 -4.6758 -0.05 -0.07 0.06 0.52
C -0.2836 -0.6234 -5.9884 -0.03 0.03 -0.02 -1.05
C -0.5046 -2.6591 -4.6650 -0.01 -0.02 0.00 -1.11
N 1.6419 2.5317 -3.4193 0.03 0.01 0.01 0.86
C 2.2110 1.8903 -4.5789 0.01 -0.04 -0.05 -0.77
C 2.4854 3.5248 -2.7774 0.02 0.04 0.01 -1.21
H -1.2525 4.9542 -4.6463 0.00 0.00 -0.03 0.36
H -1.6174 3.2857 -5.1177 -0.01 -0.01 0.00 0.15
H 0.0693 3.8487 -5.0512 -0.01 0.00 -0.01 0.25
H -2.2918 4.7875 -2.3469 0.00 0.01 0.01 0.30
H -1.9658 3.3177 -1.4025 0.02 0.00 0.00 0.21
H -2.8938 3.2171 -2.9005 0.01 0.00 -0.04 0.14
H -2.7752 -0.1431 -5.3910 0.04 -0.03 -0.04 0.21
H -3.1710 1.3331 -4.4844 0.00 0.00 0.00 0.10
H -4.2721 -0.0489 -4.4619 0.00 0.00 0.00 0.37
H -2.8821 -0.5121 -1.2029 0.13 -0.13 -0.11 0.02
H -4.3215 -0.2413 -2.1619 0.00 0.03 -0.04 0.47
H -3.2116 1.0968 -1.8279 0.00 0.00 0.02 0.07
H -0.3269 0.4625 -5.9374 -0.01 -0.03 0.01 0.20
H -1.0699 -0.9671 -6.6733 0.00 0.00 0.00 0.38
H 0.6801 -0.9117 -6.4236 0.00 0.00 0.01 0.31
H -0.5317 -3.0190 -3.6382 0.00 0.01 0.00 0.26
H 0.3826 -3.0766 -5.1504 0.00 0.01 0.00 0.35
H -1.3937 -3.0250 -5.1939 0.00 0.01 0.00 0.26
H 1.5843 1.0679 -4.9126 0.03 0.04 0.04 0.04
H 3.1982 1.4829 -4.3365 -0.01 0.00 0.02 0.33
H 2.3349 2.5974 -5.4106 0.00 0.00 0.00 0.24
H 2.0354 3.8507 -1.8412 -0.02 0.00 -0.01 0.34
H 2.6332 4.3987 -3.4228 0.00 0.00 0.00 0.27
H 3.4639 3.0948 -2.5439 -0.01 -0.02 -0.01 0.32
```
Forces are in eV/Å.

Computed properties:
* highest occupied orbital energy: -0.7 eV
* total charge: -2
* gap between HOMO and LUMO: 3.77 eV
* E: -372398.177 eV